Entry 1:
DFT (ωB97M-V with the def2-TZVPD basis set) results for one molecule with the formula C22H32N2O3S in a non-equilibrium geometry.

Summary:
Energy above the lowest of the compared OMol25 structures with the same formula, charge and spin: 3.167 eV
Structure (SMILES): CCCN(CCC)C[C@H](O)CN(c1ccccc1)S(=O)(=O)c1ccc(C)cc1
Energy: -43290.6965 eV
Strongest force on any atom: 1.3 eV/A
Frontier orbital gap: 0.327 Eh

```
60
Properties=species:S:1:pos:R:3:mulliken_charge:R:1
S 1.998 1.174 -1.954 1.378
O 0.582 1.544 2.444 -0.559
O 1.108 2.262 -2.245 -0.686
O 3.057 0.927 -2.887 -0.745
N 2.638 1.478 -0.430 0.321
N -1.684 0.748 0.316 1.223
C -2.785 0.992 -0.595 -1.189
C -2.074 0.137 1.577 -1.147
C -4.890 2.230 -1.219 -1.453
C 0.712 -2.557 -1.022 -0.966
C 5.769 -0.443 -0.117 -0.740
C -2.428 -2.052 2.780 -1.574
C -0.524 -2.619 -1.659 0.777
C -0.760 1.858 0.415 -1.747
C 4.659 -0.456 1.996 -1.023
C -3.717 2.165 -0.250 -0.085
C 3.655 0.687 0.126 -0.070
C 3.624 0.294 1.466 -0.005
C -0.962 -1.516 -2.382 -0.471
C 5.734 -0.833 1.212 -0.404
C 4.749 0.317 -0.657 -0.077
C -2.137 -1.387 1.442 0.533
C 1.772 2.240 0.439 -2.440
C 1.027 -0.326 -1.804 0.456
C -0.188 -0.372 -2.455 -0.765
C 1.493 -1.418 -1.096 -0.152
C 0.585 1.438 1.032 0.930
C -1.363 -3.855 -1.552 -1.527
H -1.326 0.380 2.332 0.581
H -1.181 -1.735 1.049 -0.187
H -0.505 0.493 -3.015 0.498
H 2.382 2.637 1.256 0.595
H -0.759 -4.745 -1.717 0.416
H 0.341 2.447 2.685 0.515
H -1.913 -1.553 -2.890 0.378
H -3.382 -1.711 3.178 0.352
H -2.356 1.168 -1.585 0.355
H -5.539 3.069 -0.980 0.410
H 6.537 -1.421 1.631 0.403
H 4.617 -0.750 3.035 0.407
H -5.478 1.316 -1.171 0.336
H 0.733 0.372 0.832 0.330
H -4.532 2.354 -2.239 0.336
H -3.157 3.101 -0.298 0.280
H -4.095 2.052 0.769 0.258
H -3.044 0.511 1.938 0.270
H -1.792 -3.925 -0.553 0.241
H 1.405 3.076 -0.159 0.576
H -3.373 0.073 -0.645 0.287
H -0.578 2.209 -0.603 0.750
H 2.455 -1.379 -0.609 0.322
H 2.796 0.560 2.102 0.432
H -2.175 -3.840 -2.274 0.382
H 1.067 -3.411 -0.464 0.445
H -1.159 2.703 1.008 0.298
H -2.470 -3.134 2.672 0.412
H -2.910 -1.661 0.721 0.254
H -1.651 -1.809 3.501 0.333
H 4.782 0.620 -1.689 0.537
H 6.606 -0.723 -0.740 0.400
```

***

Entry 2:
DFT (ωB97M-V with the def2-TZVPD basis set) results for C26H52CaCl5KN5O10 as an isolated structure in a non-equilibrium geometry.

Summary:
Energy above the lowest of the compared OMol25 structures with the same formula, charge and spin: 4.324 eV
Energy: -153083.4185 eV
Total charge: +1
Strongest force on any atom: 7.3 eV/A
Frontier orbital gap: 0.032 Eh

```
100
Properties=species:S:1:pos:R:3:mulliken_charge:R:1
Ca -2.380 -4.339 4.558 0.589
K 8.275 2.444 -7.188 0.964
Cl 6.388 2.780 1.246 -0.159
Cl 6.943 1.051 -1.038 -0.130
Cl -10.509 0.471 2.413 -0.206
Cl -9.267 -2.207 4.130 -0.196
Cl 8.890 5.219 -5.173 -0.176
O -7.601 0.367 6.659 -0.620
O 4.160 3.784 -2.560 -0.494
O 6.267 2.572 -7.536 -1.099
O -6.031 -1.101 6.406 -0.579
O 7.090 4.370 -6.502 -0.653
O 2.441 1.298 -10.915 -0.671
O 5.375 2.970 -4.241 -0.374
O -6.805 -0.669 8.374 -0.695
O -7.136 2.646 1.349 -0.640
O 5.013 4.211 -7.256 -0.536
N 1.125 0.596 -5.565 0.007
N 3.931 1.860 -9.304 -0.172
N 2.081 3.162 -9.671 -0.325
N -6.814 -0.468 7.152 0.890
N 1.118 -5.843 2.226 -0.776
C 6.177 2.550 -0.491 -0.074
C 0.767 -2.531 4.131 -0.854
C 3.187 2.114 -4.308 0.776
C 3.122 0.638 -4.066 0.261
C -6.531 0.100 3.340 0.056
C 2.399 -2.483 2.012 -0.268
C 2.047 -0.068 -4.754 -0.570
C 2.201 2.805 -5.162 -0.384
C 3.483 -1.215 -2.275 -1.106
C -0.661 -3.163 4.005 0.115
C 4.180 -0.021 -3.121 0.591
C -10.953 -0.050 4.063 -0.440
C 1.260 -1.732 2.852 -0.522
C 2.796 2.052 -10.024 0.521
C 3.566 -0.756 0.360 -0.315
C -9.781 -0.641 4.812 -0.250
C -1.884 -0.878 4.796 -0.540
C -2.663 0.310 4.056 -0.794
C 4.310 2.979 -3.676 -0.148
C 4.205 -1.511 -0.873 -0.629
C 6.170 3.746 -7.073 1.198
C -1.877 -2.100 3.793 -0.655
C -4.188 0.222 4.431 -0.303
C 3.667 -1.578 1.729 -1.166
C -5.154 0.927 3.370 -0.394
C 1.169 1.958 -5.799 -0.467
H -0.718 -3.915 3.096 0.161
H 3.421 -2.170 -2.881 0.336
H 4.487 1.056 -9.534 0.134
H -2.549 -1.166 5.669 0.375
H 1.950 -1.173 -4.647 0.385
H 0.458 -6.628 2.293 0.465
H -6.811 -0.070 4.423 -0.413
H 2.052 -6.196 1.979 0.452
H 1.234 3.342 -10.181 0.208
H -2.242 1.286 4.446 0.335
H -0.879 -0.570 5.178 0.404
H -1.964 -1.738 2.732 0.513
H 0.392 0.039 -6.006 0.315
H -10.058 -0.825 5.850 0.352
H 4.562 -2.262 1.655 0.414
H 3.889 -0.871 2.584 0.443
H 2.359 3.796 -8.944 0.170
H 2.011 -2.808 0.995 0.153
H -7.371 0.653 2.848 -0.010
H 4.664 4.598 -2.791 0.447
H 0.796 -5.187 1.506 0.360
H 0.447 2.479 -6.470 0.410
H -6.395 -0.923 2.884 0.200
H -11.777 -0.759 3.981 0.356
H -2.525 0.305 2.941 0.376
H -6.791 1.938 0.794 0.319
H -4.414 0.659 5.438 0.330
H -5.382 1.977 3.686 0.259
H 5.115 2.506 -0.714 0.042
H 0.825 -1.857 5.025 0.443
H 4.239 2.472 -8.566 0.143
H -4.738 0.875 2.322 0.245
H -0.889 -3.784 4.982 -0.456
H -7.995 2.317 1.642 0.303
H 2.432 -0.883 -2.028 0.469
H 5.111 -0.351 -3.651 0.299
H 5.285 -1.183 -0.948 0.254
H -2.880 -2.679 3.989 -0.086
H 4.203 0.166 0.538 -0.036
H 1.162 -5.359 3.133 0.229
H 2.236 3.902 -5.355 0.418
H 1.485 -3.386 4.333 0.531
H -11.317 0.835 4.586 0.304
H 0.379 -1.438 2.225 0.286
H 6.630 3.387 -1.016 0.369
H 1.764 -0.796 3.242 0.345
H -4.521 -0.863 4.460 0.085
H 4.489 0.752 -2.329 -0.358
H 2.520 -0.378 0.193 0.439
H 4.207 -2.620 -0.691 0.506
H -8.922 0.027 4.806 0.091
H 2.764 -3.373 2.611 0.298
```

***

Entry 3:
DFT (ωB97M-V with the def2-TZVPD basis set) results for a 2-piece molecular cluster, C5H10O overall.

Summary:
Energy above the lowest of the compared OMol25 structures with the same formula, charge and spin: 3.270 eV
Structure (SMILES): CC1C=C1.CO
Energy: -7391.4949 eV
Strongest force on any atom: 0.4 eV/A
Frontier orbital gap: 0.394 Eh

```
16
Properties=species:S:1:pos:R:3:mulliken_charge:R:1
O 1.717 -1.318 0.571 -0.538
C -1.017 0.153 -1.268 -1.012
C -0.729 0.228 1.371 -0.156
C 2.275 -0.201 -0.088 -0.518
C -1.767 0.960 1.132 -0.608
C -1.519 -0.137 0.139 -0.232
H -2.162 -1.024 0.185 0.288
H -1.852 0.357 -1.949 0.347
H 3.289 -0.074 0.300 0.263
H 2.336 -0.344 -1.177 0.236
H 1.712 0.724 0.109 0.236
H -0.356 1.027 -1.274 0.260
H 0.134 -0.023 1.970 0.463
H 0.807 -1.414 0.261 0.318
H -2.408 1.784 1.404 0.370
H -0.460 -0.697 -1.686 0.282
```

***

> Number 2 is which compound?

C26H52CaCl5KN5O10

***

> Among the records above, which one has the highest energy?

C5H10O

***

> Look up the frontier orbital gap of the second one.

0.032 Eh